# 1
A structure of composition C35H28CrN6O5S. Source: OMol25; level of theory: wB97M-V/def2-TZVPD.

Results
- spin multiplicity = 4
- orbital gap (spin up / spin down) (eV) = 5.88 / 5.83
- E_LUMO (spin up / spin down) (eV) = 1.64 / 1.49
- net charge = -1
- HOMO energy (spin up / spin down) (eV) = -4.2425 / -4.3325
- relative energy (zero: lowest compared OMol25 entry of this formula, charge and spin) (kJ/mol) = 384.7
- ⟨S²⟩ = 3.788

The geometry in XYZ format:
```
76
C35H28CrN6O5S (wB97M-V/def2-TZVPD)
Cr 0.94 -0.73 0.06
C -4.21 2.87 -1.91
C -3.89 1.42 -1.65
C -3.56 1.00 -0.36
C -3.24 -0.32 -0.11
C -3.25 -1.24 -1.16
C -3.58 -0.84 -2.44
C -3.90 0.49 -2.68
S -2.75 -2.90 -0.82
O -3.09 -3.73 -1.97
O -3.30 -3.29 0.46
N -1.22 -2.56 -0.70
C -0.18 -3.34 -0.88
C -0.16 -4.71 -1.28
C 1.03 -5.36 -1.40
C 2.24 -4.68 -1.15
C 2.16 -3.36 -0.79
N 0.99 -2.70 -0.64
H -3.42 3.52 -1.55
H -5.14 3.16 -1.41
H -4.34 3.06 -2.98
H -3.53 1.72 0.44
H -2.96 -0.65 0.88
H -3.56 -1.57 -3.24
H -4.12 0.81 -3.69
H -1.10 -5.20 -1.49
H 1.04 -6.40 -1.70
H 3.21 -5.15 -1.25
H 3.06 -2.78 -0.62
C -1.11 -2.60 3.46
C -1.39 -1.49 4.25
C -1.02 -0.23 3.81
C -0.38 -0.09 2.58
C -0.12 -1.19 1.75
C -0.49 -2.45 2.23
C 0.02 1.23 2.06
C -0.27 2.44 2.75
C 0.06 3.63 2.20
C 0.69 3.68 0.94
C 1.01 4.90 0.31
C 1.59 4.91 -0.92
C 1.86 3.69 -1.57
C 1.57 2.49 -0.99
C 0.97 2.46 0.29
N 0.65 1.25 0.89
H -1.41 -3.59 3.79
H -1.90 -1.61 5.20
H -1.24 0.62 4.43
H -0.31 -3.34 1.64
H -0.78 2.39 3.70
H -0.17 4.56 2.71
H 0.76 5.82 0.82
H 1.82 5.85 -1.41
H 2.31 3.69 -2.56
H 1.79 1.57 -1.50
C 4.01 0.87 1.68
C 3.84 -0.47 0.99
C 4.96 -1.43 1.37
O 2.56 -1.06 1.34
C 3.77 -0.25 -0.53
O 4.81 0.00 -1.13
O 2.59 -0.31 -1.04
H 4.05 0.74 2.77
H 3.19 1.55 1.44
H 4.94 1.32 1.35
H 5.12 -1.42 2.45
H 5.87 -1.13 0.86
H 4.71 -2.45 1.07
H 2.43 -1.08 2.30
N -0.44 -0.09 -1.19
C -0.98 0.60 -1.94
C -1.65 1.42 -2.84
C -2.00 0.96 -4.14
N -2.28 0.60 -5.20
C -1.95 2.74 -2.42
N -2.20 3.80 -2.04
```



# 2
A structure of composition C35H28F2N3O2PW. Source: OMol25; level of theory: wB97M-V/def2-TZVPD.

Results
- spin multiplicity = 3
- orbital gap (spin up / spin down) (eV) = 6.91 / 7.05
- E_LUMO (spin up / spin down) (eV) = -7.20 / -7.18
- net charge = +2
- HOMO energy (spin up / spin down) (eV) = -14.1116 / -14.2391
- relative energy (zero: lowest compared OMol25 entry of this formula, charge and spin) (kJ/mol) = 60.2
- ⟨S²⟩ = 2.015

The geometry in XYZ format:
```
72
C35H28F2N3O2PW (wB97M-V/def2-TZVPD)
W -0.85 -0.09 0.71
O 2.16 0.09 3.36
C 1.69 -0.35 2.36
O 0.31 -0.30 2.20
C 2.51 -0.91 1.23
C 3.86 -0.59 1.26
C 4.72 -1.01 0.25
C 4.23 -1.76 -0.80
C 2.88 -2.10 -0.85
C 2.02 -1.68 0.16
P 0.29 -2.20 0.16
C -0.14 -2.94 -1.42
C -0.01 -4.30 -1.69
C -0.34 -4.80 -2.94
C -0.80 -3.94 -3.93
C -0.95 -2.59 -3.67
C -0.63 -2.09 -2.42
C 0.22 -3.41 1.50
C -0.64 -3.27 2.59
C -0.63 -4.21 3.60
C 0.25 -5.28 3.55
C 1.14 -5.40 2.49
C 1.14 -4.46 1.47
H 4.24 -0.01 2.10
H 5.77 -0.76 0.30
H 4.89 -2.10 -1.59
H 2.50 -2.71 -1.66
H 0.33 -4.98 -0.92
H -0.24 -5.85 -3.14
H -1.05 -4.34 -4.91
H -1.33 -1.93 -4.44
H -0.80 -1.03 -2.22
H -1.30 -2.42 2.65
H -1.30 -4.11 4.45
H 0.26 -6.02 4.34
H 1.85 -6.22 2.46
H 1.86 -4.54 0.67
F -2.25 5.06 -0.68
C -2.66 3.82 -0.42
C -1.71 2.82 -0.27
C -2.11 1.52 0.00
C -3.50 1.24 0.09
C -4.41 2.29 -0.05
F -5.72 2.06 0.05
C -4.02 3.59 -0.30
C -3.86 -0.16 0.26
C -5.15 -0.68 0.20
C -5.35 -2.05 0.28
C -4.26 -2.90 0.41
C -3.01 -2.34 0.47
N -2.79 -1.00 0.43
H -0.68 3.11 -0.38
H -4.75 4.37 -0.41
H -5.99 -0.02 0.07
H -6.36 -2.44 0.23
H -4.37 -3.97 0.45
H -2.15 -2.98 0.56
C 3.01 1.91 -2.75
C 2.23 1.90 -1.49
C 2.28 2.70 -0.36
C 1.33 2.21 0.54
N 0.72 1.14 -0.02
N 1.26 0.99 -1.25
C 0.99 2.78 1.87
H 3.68 2.77 -2.76
H 2.35 1.98 -3.62
H 3.61 1.01 -2.84
H 2.93 3.55 -0.21
H 1.00 0.21 -1.84
H 1.00 3.87 1.80
H 1.73 2.49 2.62
H 0.01 2.48 2.24
```



# 3
A structure of composition C35H28N6PReSSe2. Source: OMol25; level of theory: wB97M-V/def2-TZVPD.

Results
- spin multiplicity = 4
- orbital gap (spin up / spin down) (eV) = 2.19 / 5.65
- E_LUMO (spin up / spin down) (eV) = -12.03 / -10.15
- net charge = +3
- HOMO energy (spin up / spin down) (eV) = -14.2140 / -15.7950
- ⟨S²⟩ = 4.125

The geometry in XYZ format:
```
74
C35H28N6PReSSe2 (wB97M-V/def2-TZVPD)
Re -0.33 -0.96 0.26
Se -0.39 1.38 1.09
P -1.59 1.55 -0.87
Se -2.18 -0.49 -1.27
C -2.87 2.80 -0.39
C -2.52 4.20 -0.57
C -3.44 5.17 -0.13
C -4.62 4.82 0.46
C -4.89 3.47 0.72
C -4.07 2.43 0.31
C -0.82 2.30 -2.27
C -1.59 2.48 -3.42
C -1.12 3.17 -4.55
C 0.18 3.64 -4.55
C 0.98 3.37 -3.43
C 0.51 2.86 -2.24
H -1.57 4.46 -1.07
H -3.18 6.23 -0.32
H -5.28 5.64 0.67
H -5.81 3.27 1.20
H -4.32 1.42 0.55
H -2.54 2.00 -3.54
H -1.92 3.28 -5.32
H 0.52 4.18 -5.41
H 2.02 3.84 -3.38
H 1.13 2.66 -1.34
N -1.81 -4.06 2.73
C -2.61 -3.56 3.75
C -3.55 -4.43 4.40
C -4.61 -3.86 5.08
C -4.61 -2.50 5.38
C -3.53 -1.72 4.96
C -2.62 -2.20 4.02
S -1.60 -1.05 3.22
N -1.16 -1.92 1.81
C -1.26 -3.25 1.74
C -0.69 -3.84 0.50
C -0.71 -5.22 0.17
C -0.14 -5.56 -1.01
C 0.44 -4.60 -1.87
C 0.24 -3.31 -1.58
N -0.32 -2.88 -0.41
H -2.05 -4.99 2.33
H -3.38 -5.50 4.33
H -5.45 -4.38 5.51
H -5.37 -2.14 6.06
H -3.43 -0.66 5.38
H -1.02 -5.95 0.93
H -0.03 -6.63 -1.19
H 0.96 -4.87 -2.74
H 0.67 -2.46 -2.24
C 3.44 -2.05 1.96
C 2.12 -1.79 1.82
N 1.58 -1.10 0.76
C 2.47 -0.70 -0.20
C 3.84 -0.85 -0.09
C 4.36 -1.63 1.00
C 4.73 -0.59 -1.17
C 4.64 0.29 -2.21
C 4.95 1.71 -2.07
C 4.95 2.37 -0.79
C 5.37 3.70 -0.75
N 5.58 4.39 -1.87
C 5.50 3.74 -3.06
N 5.22 2.46 -3.16
H 3.79 -2.52 2.87
H 1.43 -2.15 2.57
H 2.00 -0.07 -0.99
H 5.37 -1.99 0.94
H 5.67 -1.19 -1.13
H 4.35 -0.05 -3.18
H 4.76 1.72 0.08
H 5.46 4.36 0.13
H 5.74 4.32 -3.95
```



F_max across the listed records, respectively: 5.6; 0.9; 4.2 eV/A.
E across the listed records, respectively: -95184.9927; -61850.7564; -198607.1150 eV.